Entry 1:
DFT (the ωB97M-V functional and the def2-TZVPD basis) results for 13 unconnected molecules or ions with the total composition C7H37NO12.

Structure (XYZ):
```
57
Properties=species:S:1:pos:R:3:mulliken_charge:R:1
C -3.66 -2.08 0.08 -0.199
C -3.55 -1.55 -1.34 -1.544
C -2.51 -0.41 -1.30 0.680
C -1.17 -0.66 -1.39 0.640
N -0.49 -1.88 -1.06 -0.331
C -2.95 1.00 -1.08 -0.900
C -2.70 1.36 0.39 -0.294
C -1.76 2.13 0.98 -0.938
H -2.72 -1.67 0.56 -0.233
H -3.44 -3.28 0.09 0.249
H -4.59 -1.79 0.55 0.304
H -4.42 -1.07 -1.70 0.483
H -3.29 -2.25 -2.10 0.473
H -0.51 0.24 -1.26 -0.647
H -1.18 -2.69 -1.40 0.285
H 0.42 -1.85 -1.53 0.264
H -2.52 1.69 -1.82 0.403
H -4.07 1.05 -1.22 0.398
H -3.29 0.69 1.09 0.719
H -1.54 1.96 2.02 0.286
H -1.05 2.84 0.45 0.621
H 3.15 2.87 1.13 0.304
H 3.31 2.46 2.56 0.367
O 2.73 3.17 2.06 -0.697
H -2.45 -0.09 2.34 0.114
H -2.36 0.55 3.56 0.371
O -2.72 -0.16 3.27 -0.674
H 0.67 0.34 -4.26 0.350
H 0.09 1.87 -4.13 0.217
O 0.23 1.07 -3.74 -0.573
H 0.63 3.08 3.25 0.307
H 0.90 1.69 2.27 0.341
O 0.43 2.03 2.99 -0.629
H 1.62 -3.38 -1.92 0.296
H 2.94 -2.33 -1.39 0.320
O 2.13 -2.47 -2.04 -0.753
H 2.32 -1.25 -3.73 0.364
H 0.85 -1.58 -4.18 0.290
O 1.61 -1.19 -4.44 -0.715
H 1.93 1.70 -0.86 0.491
H 2.77 0.89 -1.69 0.226
O 2.79 1.29 -0.88 -0.704
H -0.25 2.23 -0.83 0.088
H 0.23 1.69 -2.27 0.401
O 0.43 2.28 -1.50 -0.791
H 2.61 -0.22 0.11 0.457
H 2.88 -1.36 0.93 0.510
O 3.31 -0.88 0.23 -0.776
H -1.66 -1.47 3.50 0.310
H -0.36 -2.28 3.75 0.226
O -0.88 -1.90 3.18 -0.597
H 3.96 -0.04 2.02 0.378
H 2.65 -0.25 2.90 0.336
O 3.50 0.27 2.83 -0.669
H 0.31 -1.45 2.30 0.330
H 1.00 -0.93 0.93 0.134
O 1.16 -1.30 1.73 -0.665
```

Summary:
- Orbital gap: 8.26 eV
- HOMO energy: -8.19 eV
- Largest force on an atom: 9.27 eV/Å
- E_tot: -1246.3482 Eh

Entry 2:
DFT (the ωB97M-V functional and the def2-TZVPD basis) results for 13 unconnected molecules or ions with the total composition C7H37NO12.

Structure (XYZ):
```
57
Properties=species:S:1:pos:R:3:lowdin_spin:R:1
C 2.00 1.75 -0.13 0.014
C 0.79 1.25 0.66 0.038
C 0.29 -0.13 0.17 0.054
C -0.52 -0.05 -1.17 0.274
C -1.82 -0.15 -1.26 0.393
C 0.45 -1.68 -2.86 0.024
C 0.26 -0.43 -2.36 0.065
N 1.09 1.15 2.09 0.013
H 2.94 1.35 0.27 0.001
H 2.06 2.80 0.19 0.004
H 1.96 1.57 -1.24 0.000
H -0.06 1.96 0.45 0.000
H 1.17 -0.78 -0.14 0.006
H -0.40 -0.63 0.88 0.013
H -2.53 -0.29 -0.46 0.015
H -2.21 -0.17 -2.30 0.011
H 0.00 -2.50 -2.44 0.001
H 1.11 -1.81 -3.61 0.000
H 0.69 0.27 -2.98 0.022
H 1.54 1.96 2.49 0.002
H 1.71 0.30 2.18 0.000
H 2.57 -4.05 2.78 0.000
H 1.45 -3.93 1.69 0.000
O 2.25 -3.62 1.96 0.000
H 4.43 -3.68 0.79 0.000
H 4.51 -2.77 -0.58 0.000
O 4.87 -2.93 0.30 0.000
H -0.26 -3.96 -0.57 0.000
H -1.43 -3.36 0.26 0.000
O -0.75 -3.93 0.31 0.000
H -1.51 0.07 3.87 0.000
H -0.47 0.43 2.85 0.000
O -1.45 0.10 2.88 0.003
H 3.05 -1.58 1.95 0.000
H 4.36 -1.08 1.18 0.000
O 3.76 -0.93 1.91 0.000
H -0.45 2.82 -1.92 0.001
H -1.48 3.06 -0.76 0.001
O -1.03 3.46 -1.44 0.011
H -2.29 2.50 2.12 0.000
H -2.79 3.86 1.48 0.000
O -2.58 2.97 1.26 0.001
H 1.30 3.03 -4.61 0.000
H -0.19 2.47 -4.37 0.000
O 0.65 2.65 -3.99 0.001
H 0.49 4.51 -0.99 0.000
H 1.63 4.37 -1.94 0.000
O 1.39 4.70 -1.04 0.003
H -4.39 0.80 0.89 0.000
H -4.81 1.81 1.76 0.000
O -5.11 1.31 0.95 0.001
H -2.82 -3.32 -2.38 -0.001
H -3.34 -2.54 -0.90 -0.001
O -2.66 -3.10 -1.35 0.031
H -2.47 -1.22 2.18 0.000
H -2.14 -2.63 2.75 0.000
O -2.83 -2.08 2.25 0.000
```

Summary:
- Orbital gap (alpha / beta): 9.11 / 4.41 eV
- Net charge: +1
- <S²>: 0.754
- HOMO energy (alpha / beta): -13.14 / -13.06 eV
- Largest force on an atom: 6.99 eV/Å
- 2S+1: 2
- E_tot: -1246.0671 Eh

Entry 3:
DFT (the ωB97M-V functional and the def2-TZVPD basis) results for 13 unconnected molecules or ions with the total composition C7H38O13.

Structure (XYZ):
```
58
Properties=species:S:1:pos:R:3:mulliken_charge:R:1
C 1.68 -0.61 2.12 -1.431
C 1.26 0.87 1.87 0.881
C 1.01 1.22 0.35 0.730
C 0.10 0.60 -0.44 0.292
C -0.66 -0.56 0.16 -0.447
C 3.14 2.59 0.35 -0.835
C 1.68 2.51 -0.05 -1.131
H 2.22 -0.90 3.07 0.364
H 2.34 -1.06 1.31 0.344
H 0.92 -1.34 2.10 0.288
H 1.93 1.47 2.48 0.720
H 0.18 1.14 2.32 -1.171
H 0.00 0.93 -1.49 0.169
H -1.21 -0.91 -0.75 0.410
H -1.36 -0.14 0.69 0.189
H -0.06 -1.38 0.53 -0.472
H 3.72 3.38 0.05 0.527
H 3.28 2.58 1.43 0.275
H 1.22 3.30 0.68 0.293
H -1.65 0.73 3.64 0.529
H -0.55 1.89 3.93 0.245
O -1.43 1.71 3.72 -0.786
H -0.05 0.12 -3.94 0.249
H 1.42 0.47 -3.37 0.405
O 0.77 -0.25 -3.72 -0.692
H 0.58 -1.43 -2.38 0.301
H -0.56 -2.64 -2.89 0.237
O 0.16 -2.37 -2.19 -0.524
H 3.68 0.38 -3.07 0.283
H 1.44 2.91 -0.99 0.497
O 2.84 0.70 -2.78 -0.603
H -1.09 2.40 -2.24 0.379
H -1.69 3.45 -3.05 0.249
O -0.88 3.07 -2.80 -0.628
H -1.97 -3.74 1.39 0.298
H -2.08 -3.53 2.91 0.333
O -2.42 -3.10 2.01 -0.681
H -3.32 -0.66 1.14 0.361
H -3.71 -2.03 1.72 0.422
O -4.04 -1.12 1.83 -0.803
H 0.16 -3.61 -0.50 0.298
H -0.54 -4.92 -0.76 0.309
O -0.53 -4.27 -0.03 -0.646
H 2.06 -3.49 -2.38 0.340
H 2.55 -2.41 -3.25 0.320
O 2.82 -3.22 -2.88 -0.666
H -3.35 1.14 -1.75 0.218
H -2.56 1.68 -0.61 0.369
O -2.59 1.36 -1.44 -0.491
H 3.08 0.88 -1.81 0.409
H 3.70 0.77 0.19 0.344
O 3.80 1.52 -0.38 -0.676
H -2.53 1.99 2.39 0.392
H -1.49 2.10 1.26 0.177
O -2.49 1.98 1.39 -0.782
H -1.65 -1.10 2.93 0.236
H -3.15 -0.87 3.35 0.416
O -2.17 -0.69 3.47 -0.634
```

Summary:
- Orbital gap: 9.38 eV
- HOMO energy: -9.27 eV
- Largest force on an atom: 9.28 eV/Å
- E_tot: -1267.4448 Eh

Entry 4:
DFT (the ωB97M-V functional and the def2-TZVPD basis) results for 13 unconnected molecules or ions with the total composition C7H38O13.

Structure (XYZ):
```
58
Properties=species:S:1:pos:R:3:mulliken_charge:R:1
C -3.27 -0.40 -2.29 -0.686
O -3.70 -0.04 -0.99 -0.626
C -1.81 0.08 -2.61 0.049
C -0.68 -0.87 -2.27 -0.562
C -0.62 -1.44 -0.87 0.494
C -0.94 -0.46 0.27 1.144
C -1.83 -0.97 1.40 0.005
C -2.16 -2.21 1.73 -1.166
H -3.34 -1.47 -2.44 0.304
H -3.90 0.23 -2.92 0.420
H -3.12 -0.42 -0.31 0.432
H -1.72 0.95 -1.95 -0.361
H -1.70 0.42 -3.63 0.528
H -0.73 -1.70 -3.01 0.398
H 0.27 -0.38 -2.45 0.003
H 0.44 -1.78 -0.77 -0.861
H -1.15 -2.37 -0.64 0.645
H -0.04 -0.31 0.88 -0.153
H -1.25 0.53 -0.07 -0.380
H -1.93 -0.21 2.19 0.270
H -2.54 -2.71 2.62 0.263
H -1.91 -2.94 0.96 0.269
H 0.44 -3.32 1.40 0.394
H 1.68 -3.55 2.27 0.306
O 1.14 -3.95 1.58 -0.721
H -3.44 1.67 2.85 0.308
H -3.12 2.84 1.95 0.289
O -2.76 2.34 2.68 -0.587
H -3.25 1.90 -0.33 0.314
H -3.06 3.51 -0.03 0.304
O -2.66 2.64 -0.09 -0.611
H 2.02 2.49 -3.48 0.240
H 1.05 2.44 -2.24 0.371
O 1.72 1.94 -2.75 -0.578
H -0.42 2.11 2.12 0.363
H -1.09 2.34 0.74 0.086
O -0.24 2.38 1.20 -0.652
H 2.01 -4.48 0.03 0.418
H 1.76 -3.56 -1.11 0.369
O 2.45 -4.13 -0.77 -0.797
H 2.82 0.43 -2.50 0.249
H 4.26 0.76 -1.97 0.275
O 3.52 0.18 -1.87 -0.535
H 1.85 1.67 2.16 0.489
H 1.75 1.55 3.84 0.307
O 1.73 2.07 3.03 -0.631
H -0.69 3.09 -1.07 0.418
H 0.67 3.61 -0.48 0.363
O 0.08 3.64 -1.24 -0.829
H 3.69 -1.45 -0.42 0.275
H 3.11 -2.75 -0.04 0.424
O 3.61 -1.99 0.38 -0.735
H 2.76 0.92 -0.09 0.200
H 1.23 1.35 0.18 0.199
O 2.00 0.88 0.52 -0.518
H 1.85 -0.29 2.10 -0.039
H 2.51 -1.63 1.78 0.577
O 1.83 -1.21 2.37 -0.731
```

Summary:
- Orbital gap: 10.06 eV
- HOMO energy: -10.07 eV
- Largest force on an atom: 2.08 eV/Å
- E_tot: -1267.5856 Eh

What did the fourth record say?
DFT (the ωB97M-V functional and the def2-TZVPD basis) results for 13 unconnected molecules or ions with the total composition C7H38O13.

Structure (XYZ):
```
58
Properties=species:S:1:pos:R:3:mulliken_charge:R:1
C -3.27 -0.40 -2.29 -0.686
O -3.70 -0.04 -0.99 -0.626
C -1.81 0.08 -2.61 0.049
C -0.68 -0.87 -2.27 -0.562
C -0.62 -1.44 -0.87 0.494
C -0.94 -0.46 0.27 1.144
C -1.83 -0.97 1.40 0.005
C -2.16 -2.21 1.73 -1.166
H -3.34 -1.47 -2.44 0.304
H -3.90 0.23 -2.92 0.420
H -3.12 -0.42 -0.31 0.432
H -1.72 0.95 -1.95 -0.361
H -1.70 0.42 -3.63 0.528
H -0.73 -1.70 -3.01 0.398
H 0.27 -0.38 -2.45 0.003
H 0.44 -1.78 -0.77 -0.861
H -1.15 -2.37 -0.64 0.645
H -0.04 -0.31 0.88 -0.153
H -1.25 0.53 -0.07 -0.380
H -1.93 -0.21 2.19 0.270
H -2.54 -2.71 2.62 0.263
H -1.91 -2.94 0.96 0.269
H 0.44 -3.32 1.40 0.394
H 1.68 -3.55 2.27 0.306
O 1.14 -3.95 1.58 -0.721
H -3.44 1.67 2.85 0.308
H -3.12 2.84 1.95 0.289
O -2.76 2.34 2.68 -0.587
H -3.25 1.90 -0.33 0.314
H -3.06 3.51 -0.03 0.304
O -2.66 2.64 -0.09 -0.611
H 2.02 2.49 -3.48 0.240
H 1.05 2.44 -2.24 0.371
O 1.72 1.94 -2.75 -0.578
H -0.42 2.11 2.12 0.363
H -1.09 2.34 0.74 0.086
O -0.24 2.38 1.20 -0.652
H 2.01 -4.48 0.03 0.418
H 1.76 -3.56 -1.11 0.369
O 2.45 -4.13 -0.77 -0.797
H 2.82 0.43 -2.50 0.249
H 4.26 0.76 -1.97 0.275
O 3.52 0.18 -1.87 -0.535
H 1.85 1.67 2.16 0.489
H 1.75 1.55 3.84 0.307
O 1.73 2.07 3.03 -0.631
H -0.69 3.09 -1.07 0.418
H 0.67 3.61 -0.48 0.363
O 0.08 3.64 -1.24 -0.829
H 3.69 -1.45 -0.42 0.275
H 3.11 -2.75 -0.04 0.424
O 3.61 -1.99 0.38 -0.735
H 2.76 0.92 -0.09 0.200
H 1.23 1.35 0.18 0.199
O 2.00 0.88 0.52 -0.518
H 1.85 -0.29 2.10 -0.039
H 2.51 -1.63 1.78 0.577
O 1.83 -1.21 2.37 -0.731
```

Summary:
- Orbital gap: 10.06 eV
- HOMO energy: -10.07 eV
- Largest force on an atom: 2.08 eV/Å
- E_tot: -1267.5856 Eh

What did the first record say?
DFT (the ωB97M-V functional and the def2-TZVPD basis) results for 13 unconnected molecules or ions with the total composition C7H37NO12.

Structure (XYZ):
```
57
Properties=species:S:1:pos:R:3:mulliken_charge:R:1
C -3.66 -2.08 0.08 -0.199
C -3.55 -1.55 -1.34 -1.544
C -2.51 -0.41 -1.30 0.680
C -1.17 -0.66 -1.39 0.640
N -0.49 -1.88 -1.06 -0.331
C -2.95 1.00 -1.08 -0.900
C -2.70 1.36 0.39 -0.294
C -1.76 2.13 0.98 -0.938
H -2.72 -1.67 0.56 -0.233
H -3.44 -3.28 0.09 0.249
H -4.59 -1.79 0.55 0.304
H -4.42 -1.07 -1.70 0.483
H -3.29 -2.25 -2.10 0.473
H -0.51 0.24 -1.26 -0.647
H -1.18 -2.69 -1.40 0.285
H 0.42 -1.85 -1.53 0.264
H -2.52 1.69 -1.82 0.403
H -4.07 1.05 -1.22 0.398
H -3.29 0.69 1.09 0.719
H -1.54 1.96 2.02 0.286
H -1.05 2.84 0.45 0.621
H 3.15 2.87 1.13 0.304
H 3.31 2.46 2.56 0.367
O 2.73 3.17 2.06 -0.697
H -2.45 -0.09 2.34 0.114
H -2.36 0.55 3.56 0.371
O -2.72 -0.16 3.27 -0.674
H 0.67 0.34 -4.26 0.350
H 0.09 1.87 -4.13 0.217
O 0.23 1.07 -3.74 -0.573
H 0.63 3.08 3.25 0.307
H 0.90 1.69 2.27 0.341
O 0.43 2.03 2.99 -0.629
H 1.62 -3.38 -1.92 0.296
H 2.94 -2.33 -1.39 0.320
O 2.13 -2.47 -2.04 -0.753
H 2.32 -1.25 -3.73 0.364
H 0.85 -1.58 -4.18 0.290
O 1.61 -1.19 -4.44 -0.715
H 1.93 1.70 -0.86 0.491
H 2.77 0.89 -1.69 0.226
O 2.79 1.29 -0.88 -0.704
H -0.25 2.23 -0.83 0.088
H 0.23 1.69 -2.27 0.401
O 0.43 2.28 -1.50 -0.791
H 2.61 -0.22 0.11 0.457
H 2.88 -1.36 0.93 0.510
O 3.31 -0.88 0.23 -0.776
H -1.66 -1.47 3.50 0.310
H -0.36 -2.28 3.75 0.226
O -0.88 -1.90 3.18 -0.597
H 3.96 -0.04 2.02 0.378
H 2.65 -0.25 2.90 0.336
O 3.50 0.27 2.83 -0.669
H 0.31 -1.45 2.30 0.330
H 1.00 -0.93 0.93 0.134
O 1.16 -1.30 1.73 -0.665
```

Summary:
- Orbital gap: 8.26 eV
- HOMO energy: -8.19 eV
- Largest force on an atom: 9.27 eV/Å
- E_tot: -1246.3482 Eh